{"formula": "C4H8FNO", "method": "the ωB97M-V functional and the def2-TZVPD basis", "elements": ["C", "C", "N", "C", "C", "O", "H", "H", "H", "H", "H", "H", "H", "F", "H"], "coordinates": [[-1.76, -0.94, -0.39], [-0.69, -0.34, 0.17], [-0.28, 0.96, -0.04], [1.11, 1.07, 0.35], [1.22, -0.09, 1.34], [0.17, -0.98, 0.99], [-2.02, -1.93, -0.09], [-2.49, -0.37, -0.93], [-0.57, 1.41, -0.89], [1.32, 2.04, 0.81], [1.79, 0.92, -0.51], [2.16, -0.63, 1.29], [1.06, 0.25, 2.37], [-0.24, -0.50, -2.59], [-0.79, -0.87, -1.88]], "e_above_lowest_kj_mol": 22.2, "multiplicity": 1, "total_charge": 0, "max_force_ev_per_a": 0.67, "smiles": "C=C1NCCO1.F", "e_lumo_ev": 0.91, "mol_weight_g_mol": 105.112}


{"formula": "C4H8FNO", "method": "the ωB97M-V functional and the def2-TZVPD basis", "elements": ["N", "C", "C", "O", "C", "C", "F", "H", "H", "H", "H", "H", "H", "H", "H"], "coordinates": [[0.16, -1.77, -0.76], [0.64, -0.43, -0.04], [-0.25, 0.62, -0.57], [0.00, 1.44, -1.79], [-0.28, 1.31, 0.73], [0.06, -0.14, 1.37], [-1.19, -1.00, 1.38], [-0.59, -2.04, -0.19], [0.94, -2.47, -0.71], [1.79, -0.25, -0.34], [-1.22, 0.24, -0.68], [-0.26, 0.76, -2.57], [-1.07, 1.86, 1.18], [0.64, 2.03, 0.64], [0.64, -0.14, 2.36]], "e_above_lowest_kj_mol": 249.6, "multiplicity": 1, "total_charge": 0, "max_force_ev_per_a": 4.88, "smiles": "N[C@H]1[C@H](O)C[C@H]1F", "e_lumo_ev": 1.00, "mol_weight_g_mol": 105.112}


{"formula": "C4H8FNO3", "method": "the ωB97M-V functional and the def2-TZVPD basis", "elements": ["C", "C", "O", "C", "O", "C", "O", "N", "F", "H", "H", "H", "H", "H", "H", "H", "H"], "coordinates": [[1.34, 1.33, 0.28], [1.54, -0.12, -0.13], [1.57, -0.31, -1.52], [0.54, -1.09, 0.52], [-0.71, -1.15, -0.19], [-1.69, -0.37, 0.26], [-1.68, 0.34, 1.23], [-2.81, -0.53, -0.64], [-3.93, -0.08, 0.07], [0.29, 1.60, 0.42], [1.75, 1.98, -0.48], [1.86, 1.54, 1.22], [2.51, -0.45, 0.24], [0.80, 0.10, -1.91], [0.96, -2.09, 0.44], [0.38, -0.87, 1.57], [-2.72, 0.18, -1.36]], "e_above_lowest_kj_mol": 17.9, "multiplicity": 1, "total_charge": 0, "max_force_ev_per_a": 0.94, "smiles": "C[C@H](O)COC(=O)NF", "e_lumo_ev": 0.53, "mol_weight_g_mol": 137.110}


{"formula": "C4H8FOP", "method": "the ωB97M-V functional and the def2-TZVPD basis", "elements": ["C", "C", "F", "C", "C", "O", "P", "H", "H", "H", "H", "H", "H", "H", "H"], "coordinates": [[-1.26, 1.74, 0.52], [-1.16, 0.19, 0.63], [-1.86, -0.65, 1.57], [-0.53, -0.44, -0.36], [0.18, -1.96, -0.13], [0.01, 0.23, -1.52], [1.61, 0.42, -1.35], [-1.17, 1.89, 1.63], [-0.28, 2.09, 0.14], [-2.17, 2.09, 0.14], [1.21, -1.61, -0.31], [0.27, -2.07, 0.94], [0.03, -2.83, -0.68], [1.66, 1.52, -2.24], [1.52, 1.38, -0.31]], "e_above_lowest_kj_mol": 381.9, "multiplicity": 1, "total_charge": 0, "max_force_ev_per_a": 5.04, "smiles": "C/C(F)=C(/C)OP", "e_lumo_ev": 0.86, "mol_weight_g_mol": 122.079}


{"formula": "C4H8INS", "method": "the ωB97M-V functional and the def2-TZVPD basis", "elements": ["C", "C", "C", "C", "N", "S", "I", "H", "H", "H", "H", "H", "H", "H", "H"], "coordinates": [[-0.56, -0.67, -1.25], [0.94, -0.96, -1.47], [0.27, 1.27, -0.24], [-0.21, 0.84, 2.02], [-0.71, 0.71, -1.24], [1.79, 0.49, -0.64], [-2.57, 1.58, -0.70], [-1.15, -0.99, -2.10], [-1.10, -1.15, -0.33], [1.30, -1.89, -1.11], [1.14, -0.90, -2.56], [0.40, 2.33, -0.02], [-1.13, 0.24, 2.41], [-0.25, 1.90, 2.38], [0.58, 0.11, 2.23]], "e_above_lowest_kj_mol": 377.1, "multiplicity": 1, "total_charge": 0, "max_force_ev_per_a": 5.75, "e_lumo_ev": [-0.54, -0.54], "mol_weight_g_mol": 229.086}


{"formula": "C4H8N", "method": "the ωB97M-V functional and the def2-TZVPD basis", "elements": ["C", "C", "C", "N", "C", "H", "H", "H", "H", "H", "H", "H", "H"], "coordinates": [[-1.26, 1.00, -0.26], [0.09, 0.32, 0.00], [1.27, -0.26, -0.79], [0.35, -1.16, -0.05], [0.36, -0.51, 1.25], [-2.19, 0.38, -0.45], [-1.27, 1.86, -0.98], [-1.52, 1.49, 0.64], [1.05, -0.16, -1.85], [2.31, 0.09, -0.67], [-0.05, -2.06, -0.54], [1.32, -0.49, 1.76], [-0.46, -0.49, 1.95]], "e_above_lowest_kj_mol": 214.6, "multiplicity": 1, "total_charge": 1, "max_force_ev_per_a": 3.34, "smiles": "C[C@]12C[N@H+]1C2", "e_lumo_ev": -3.40, "mol_weight_g_mol": 70.115}


{"formula": "C4H8N", "method": "the ωB97M-V functional and the def2-TZVPD basis", "elements": ["C", "C", "C", "N", "C", "H", "H", "H", "H", "H", "H", "H", "H"], "coordinates": [[-1.01, -2.59, -0.34], [-0.75, -1.13, -0.11], [-0.44, 0.01, -0.10], [-0.09, 1.57, 0.21], [1.39, 1.75, 0.26], [-1.21, -2.78, -1.39], [-0.07, -3.16, 0.02], [-1.99, -2.76, 0.22], [-0.53, 1.84, 1.01], [-0.51, 2.18, -0.57], [1.73, 1.03, 1.10], [1.67, 1.31, -0.68], [1.83, 2.73, 0.37]], "e_above_lowest_kj_mol": 246.6, "multiplicity": 1, "total_charge": 1, "max_force_ev_per_a": 6.26, "smiles": "CC#C[NH2+]C", "e_lumo_ev": -4.05, "mol_weight_g_mol": 70.115}


{"formula": "C4H8N", "method": "the ωB97M-V functional and the def2-TZVPD basis", "elements": ["C", "N", "C", "C", "C", "H", "H", "H", "H", "H", "H", "H", "H"], "coordinates": [[-0.52, 1.79, 0.35], [-0.73, 0.54, 0.46], [0.09, -0.49, -0.14], [-0.61, -1.51, -0.66], [1.57, -0.42, -0.02], [-1.23, 2.45, 0.84], [0.05, 2.27, -0.43], [-1.49, 0.12, 0.98], [-1.68, -1.55, -0.79], [-0.07, -2.35, -1.07], [1.91, -0.19, 0.99], [2.00, -1.36, -0.37], [2.02, 0.28, -0.74]], "e_above_lowest_kj_mol": 42.0, "multiplicity": 1, "total_charge": 1, "max_force_ev_per_a": 2.35, "smiles": "C=[NH+]C(=C)C", "e_lumo_ev": -5.69, "mol_weight_g_mol": 70.115}